The following is a quantum chemistry calculation of a structure of composition C6H10O in a non-equilibrium geometry, from OMol25.

Each line ends with the natural charge from an NBO analysis.
Atoms and positions in Å:
O1 1.115 -1.376 1.718  -0.583
C1 1.880 -0.928 0.882  0.414
C2 1.512 0.135 -0.061  -0.528
C3 0.392 1.037 0.381  -0.431
C4 -0.784 0.719 -0.570  -0.257
C5 -0.893 -0.743 -0.868  -0.511
C6 -2.123 0.425 -0.136  -0.327
H1 2.869 -1.399 0.709  0.112
H2 2.335 0.583 -0.629  0.228
H3 0.718 -0.652 -0.858  0.291
H4 0.600 2.108 0.311  0.223
H5 0.095 0.794 1.408  0.232
H6 -0.768 1.292 -1.499  0.221
H7 -1.145 -1.146 -1.840  0.234
H8 -0.815 -1.472 -0.063  0.250
H9 -2.998 0.892 -0.606  0.217
H10 -2.296 0.005 0.850  0.214

Results
E_HOMO   -8.7 eV
Kohn-Sham gap   9.651 eV
ΔE to the lowest compared entry with this formula, charge and spin   307.2 kJ/mol
Electronic energy   -8428.0566 eV